{
  "formula": "C27H26F5IrN6O7S2Se",
  "method": "the ωB97M-V functional and the def2-TZVPD basis",
  "species": ["Ir", "C", "O", "C", "C", "O", "C", "H", "H", "H", "H", "H", "H", "H", "H", "H", "H", "N", "C", "C", "C", "C", "C", "C", "S", "O", "O", "N", "C", "N", "C", "C", "C", "N", "H", "H", "H", "H", "H", "H", "H", "H", "H", "N", "C", "H", "N", "C", "C", "C", "C", "C", "C", "S", "O", "O", "O", "H", "H", "H", "H", "H", "H", "F", "C", "C", "F", "C", "F", "C", "Se", "C", "F", "C", "F"],
  "positions_angstrom": [[-0.385, 0.402, 1.466], [0.417, 0.698, 4.554], [-0.351, -0.080, 3.613], [-0.321, -1.491, 3.886], [-1.372, -2.039, 2.966], [-0.972, -1.753, 1.616], [-0.213, -2.822, 1.014], [0.054, 0.472, 5.556], [0.238, 1.747, 4.343], [1.478, 0.454, 4.470], [-0.564, -1.670, 4.935], [0.679, -1.877, 3.670], [-2.311, -1.511, 3.131], [-1.534, -3.107, 3.113], [-0.883, -3.665, 0.847], [0.619, -3.114, 1.645], [0.178, -2.452, 0.071], [6.456, 0.265, -2.909], [5.670, 0.045, -1.821], [6.061, 0.495, -0.552], [5.266, 0.267, 0.550], [4.067, -0.421, 0.403], [3.659, -0.872, -0.851], [4.448, -0.640, -1.953], [3.056, -0.707, 1.785], [3.741, -0.317, 2.980], [2.469, -2.014, 1.692], [1.763, 0.317, 1.594], [1.842, 1.636, 1.862], [2.897, 2.404, 2.078], [2.629, 3.682, 2.327], [1.346, 4.231, 2.355], [0.288, 3.388, 2.093], [0.556, 2.107, 1.854], [7.357, 0.695, -2.813], [6.210, -0.107, -3.807], [7.002, 1.019, -0.439], [5.564, 0.614, 1.530], [2.735, -1.428, -0.952], [4.142, -1.003, -2.926], [3.491, 4.315, 2.508], [1.186, 5.277, 2.562], [-0.751, 3.688, 2.073], [-0.172, 1.150, -1.472], [-0.264, 0.837, -0.367], [-0.041, 1.396, -2.431], [-2.544, -1.067, -0.378], [-2.336, -1.551, -1.672], [-2.454, -0.671, -2.756], [-2.142, -1.085, -4.034], [-1.709, -2.390, -4.243], [-1.648, -3.292, -3.192], [-1.977, -2.877, -1.913], [-1.165, -2.870, -5.835], [0.210, -2.299, -6.026], [-1.967, -2.183, -6.825], [-1.101, -4.299, -5.883], [-3.228, -0.321, -0.357], [-2.769, -1.775, 0.302], [-2.810, 0.339, -2.585], [-2.246, -0.409, -4.873], [-1.360, -4.317, -3.381], [-1.962, -3.589, -1.099], [-6.149, 2.982, -2.338], [-5.367, 2.596, -1.344], [-5.870, 1.806, -0.323], [-7.142, 1.432, -0.344], [-5.037, 1.402, 0.707], [-5.557, 0.628, 1.660], [-3.696, 1.767, 0.760], [-2.620, 1.185, 2.229], [-3.233, 2.579, -0.264], [-1.968, 3.029, -0.248], [-4.037, 2.985, -1.313], [-3.542, 3.755, -2.279]],
  "forces_ev_per_a": [[1.061, -0.470, 1.712], [0.080, -0.092, 0.059], [0.042, 0.400, 0.069], [0.001, -0.044, -0.117], [0.046, -0.127, 0.192], [-0.056, 0.110, 0.074], [0.052, -0.079, -0.061], [0.007, -0.027, -0.004], [-0.018, -0.007, -0.019], [0.002, 0.019, -0.020], [-0.065, 0.096, -0.003], [-0.020, -0.037, -0.017], [-0.019, -0.024, -0.024], [0.109, -0.035, -0.170], [-0.029, 0.026, -0.002], [-0.022, 0.023, 0.037], [-0.061, 0.009, -0.021], [-0.037, 0.064, -0.013], [0.016, -0.025, 0.007], [0.000, -0.004, 0.000], [-0.017, 0.036, -0.003], [0.000, 0.021, 0.006], [0.031, -0.036, 0.010], [-0.006, 0.001, -0.001], [0.004, 0.128, 0.022], [-0.001, -0.070, 0.032], [0.007, -0.012, -0.007], [-0.048, 0.006, -0.151], [-0.188, 0.283, -0.075], [-0.003, -0.036, 0.057], [0.000, 0.013, -0.021], [-0.022, 0.019, 0.042], [0.106, -0.007, -0.073], [0.186, 0.159, -0.278], [0.009, -0.019, 0.002], [0.015, -0.022, 0.005], [0.000, 0.001, 0.000], [0.000, -0.003, 0.000], [0.001, 0.001, -0.003], [0.003, -0.003, 0.000], [0.003, -0.003, -0.003], [0.006, 0.000, 0.000], [-0.002, 0.002, -0.014], [0.280, -0.083, -0.009], [-0.852, -0.198, -0.076], [-0.009, -0.028, -0.010], [-0.526, -0.156, -0.978], [-0.186, 0.074, 0.005], [0.016, -0.009, -0.012], [-0.018, 0.004, 0.010], [0.090, 0.055, -0.017], [-0.019, -0.005, 0.007], [0.064, 0.052, -0.027], [-0.094, -0.399, 0.076], [-0.085, 0.147, -0.082], [0.130, 0.161, -0.033], [-0.013, 0.033, 0.038], [0.047, 0.037, 0.124], [0.014, 0.028, 0.042], [0.005, 0.002, 0.010], [0.015, 0.003, 0.000], [0.011, 0.004, -0.002], [0.000, -0.015, -0.007], [0.002, -0.001, -0.003], [0.000, 0.002, -0.008], [-0.005, -0.013, -0.002], [-0.002, -0.001, 0.002], [0.012, -0.044, -0.041], [-0.002, -0.013, -0.007], [0.052, 0.000, -0.026], [-0.092, -0.005, -0.306], [0.000, 0.084, 0.075], [-0.013, 0.061, 0.038], [0.010, -0.005, 0.000], [-0.004, -0.006, -0.006]],
  "total_energy_ha": -5700.8328,
  "max_force_ev_per_a": 2.1,
  "s_squared": 0.7625,
  "total_charge": 1,
  "multiplicity": 2,
  "lumo_ev": [-3.1, -5.7]
}